*i*
The following is a DFT calculation (ωB97M-V with the def2-TZVPD basis set) of an isolated ion of composition C5H10NO and charge +1.

```
! wB97M-V def2-TZVPD RIJCOSX def2/J DEFGRID3
* xyz 1 1
O 2.168 -1.398 -0.643
C 2.515 -0.280 -0.368
C 1.883 0.499 0.752
C 0.490 -0.064 1.180
C -0.418 -0.218 0.002
C -1.500 0.488 -0.343
N -2.658 -0.230 -0.949
H 3.332 0.230 -0.897
H 2.456 0.429 1.680
H 1.730 1.556 0.533
H 0.530 -1.058 1.621
H 0.068 0.623 1.911
H -0.088 -0.986 -0.704
H -1.644 1.558 -0.352
H -3.112 0.383 -1.633
H -3.340 -0.505 -0.243
H -2.412 -1.028 -1.546
*
```

For the orbital gap, the calculation gives 9.34 eV. The value obtained for the HOMO energy is -13.33 eV. The SMILES is [NH3+]/C=C/CCC=O.



*ii*
The following is a DFT calculation (ωB97M-V with the def2-TZVPD basis set) of an isolated ion of composition C5H10NO and charge +1.

```
! wB97M-V def2-TZVPD RIJCOSX def2/J DEFGRID3
* xyz 1 1
C 2.017 1.002 1.731
C -1.206 -0.442 1.749
C 0.088 0.304 -2.564
C 0.129 -0.834 -0.453
C -0.204 0.324 0.698
N 0.934 0.751 1.368
O 0.847 -0.352 -1.520
H 3.036 1.091 2.282
H -0.737 -1.323 2.274
H -2.048 -0.700 1.145
H -1.714 0.271 2.460
H 0.705 0.026 -3.547
H 0.113 1.481 -2.489
H -1.069 0.064 -2.528
H 0.720 -1.624 0.054
H -0.885 -1.233 -0.703
H -0.726 1.194 0.042
*
```

For the orbital gap, the calculation gives 9.19 eV. The value obtained for the HOMO energy is -13.83 eV. The SMILES is C#[N+][C@H](C)COC.



*iii*
The following is a DFT calculation (ωB97M-V with the def2-TZVPD basis set) of an isolated ion of composition C5H10NO and charge +1.

```
! wB97M-V def2-TZVPD RIJCOSX def2/J DEFGRID3
* xyz 1 1
O -1.348 -0.510 -1.668
C -1.820 0.539 -1.322
C -1.607 1.242 -0.023
C -0.777 0.472 1.050
C 0.651 0.176 0.647
C 1.054 -0.611 -0.356
N 2.201 -1.544 0.054
H -2.465 1.126 -2.007
H -2.550 1.617 0.381
H -1.027 2.137 -0.282
H -1.223 -0.499 1.244
H -0.871 1.143 1.901
H 1.342 0.683 1.318
H 1.024 -0.649 -1.433
H 1.809 -2.357 0.525
H 2.754 -1.839 -0.753
H 2.852 -1.126 0.724
*
```

For the orbital gap, the calculation gives 9.07 eV. The value obtained for the HOMO energy is -13.36 eV. The SMILES is [NH3+]/C=C/CCC=O.



Energies, relative to the best one, in kcal/mol: *i* 0.0; *ii* 38.2; *iii* 10.1.



*i*
The following is a DFT calculation (ωB97M-V with the def2-TZVPD basis set) of an isolated ion of composition C5H10NO and charge +1.

```
! wB97M-V def2-TZVPD RIJCOSX def2/J DEFGRID3
* xyz 1 1
C 0.483 -0.800 -0.942
C 0.173 1.503 0.200
C -0.179 -1.497 0.282
C -1.035 0.800 0.820
C 0.978 0.491 -0.493
N -0.622 -0.499 1.209
O 2.146 0.912 -0.949
H 1.062 -1.536 -1.502
H -0.406 -0.662 -1.486
H 0.147 2.429 -0.445
H 0.800 1.917 1.202
H -1.064 -2.095 -0.021
H 0.496 -2.165 0.873
H -1.274 1.317 1.727
H -1.995 0.820 0.229
H -1.272 -0.730 1.895
H 2.863 0.329 -1.338
*
```

For the orbital gap, the calculation gives 7.73 eV. The value obtained for the HOMO energy is -13.13 eV.



*ii*
The following is a DFT calculation (ωB97M-V with the def2-TZVPD basis set) of a 2-piece molecular cluster, C5H10NO overall.

```
! wB97M-V def2-TZVPD RIJCOSX def2/J DEFGRID3
* xyz 1 1
C -2.799 0.650 0.535
C -2.563 -0.246 -0.664
C -1.651 -0.220 0.557
C -0.361 0.416 0.273
C 3.653 -0.187 -0.362
N 0.677 -0.327 0.039
O 4.361 0.346 0.502
H -2.647 1.623 0.488
H -3.656 0.291 1.136
H -3.249 -0.986 -0.990
H -2.124 0.215 -1.518
H -1.559 -1.253 1.057
H -0.239 1.516 0.251
H 4.015 -0.696 -1.218
H 2.408 -0.009 -0.274
H 0.448 -1.214 -0.368
H 5.286 0.083 0.557
*
```

For the orbital gap, the calculation gives 7.28 eV. The value obtained for the HOMO energy is -13.12 eV.



Energies, relative to the best one, in kcal/mol: *i* 0.0; *ii* 56.5.



*i*
The following is a DFT calculation (ωB97M-V with the def2-TZVPD basis set) of a 2-piece molecular cluster, C5H10NO overall.

```
! wB97M-V def2-TZVPD RIJCOSX def2/J DEFGRID3
* xyz 1 1
C 0.499 -3.421 -0.692
C 1.229 -2.177 -0.386
C -1.365 1.124 0.547
C -0.697 2.404 0.254
C -0.566 3.652 -0.074
N 0.132 1.182 0.645
O 0.705 -1.095 -0.478
H 1.138 -4.334 -0.695
H -0.157 -3.538 0.239
H 2.221 -2.167 0.053
H -1.887 1.070 1.428
H -1.485 0.386 -0.266
H -1.425 4.201 -0.293
H -0.185 -3.225 -1.486
H 0.407 4.113 -0.291
H 0.730 1.345 1.543
H 0.705 0.478 -0.046
*
```

For the orbital gap, the calculation gives 11.50 eV. The value obtained for the HOMO energy is -14.42 eV.



*ii*
The following is a DFT calculation (ωB97M-V with the def2-TZVPD basis set) of a 2-piece molecular cluster, C5H10NO overall.

```
! wB97M-V def2-TZVPD RIJCOSX def2/J DEFGRID3
* xyz 1 1
C -0.777 -0.654 -1.451
C -1.370 1.973 0.578
C 1.678 -1.915 -0.427
C 1.338 0.214 0.394
C -1.416 0.523 0.559
N -1.284 -0.058 -0.556
O 1.319 -0.595 -0.637
H -1.079 -1.063 -2.351
H -0.827 2.599 -0.068
H -1.193 2.276 1.565
H -2.427 2.283 0.355
H 2.006 -2.310 -1.433
H 0.794 -2.440 0.098
H 2.529 -1.875 0.343
H 0.889 1.158 0.293
H 1.709 -0.210 1.364
H -1.886 0.094 1.375
*
```

For the orbital gap (spin up / spin down), the calculation gives 7.33 / 7.36 eV. The value obtained for the HOMO energy (spin up / spin down) is -12.41 / -12.42 eV.



*iii*
The following is a DFT calculation (ωB97M-V with the def2-TZVPD basis set) of a 2-piece molecular cluster, C5H10NO overall.

```
! wB97M-V def2-TZVPD RIJCOSX def2/J DEFGRID3
* xyz 1 1
C 0.989 -0.993 1.372
C -1.439 -0.602 -0.578
C -0.992 0.182 0.409
C -2.696 -0.322 -1.258
C 2.687 1.090 0.143
N 0.241 -0.104 0.943
O 1.381 1.411 0.121
H 2.027 -0.998 1.281
H 0.395 -1.870 1.611
H -0.797 -1.514 -0.706
H -1.631 0.987 0.848
H -3.377 -1.289 -1.375
H -3.200 0.570 -0.891
H -2.580 0.067 -2.345
H 2.926 0.872 1.139
H 3.188 2.053 -0.085
H 2.878 0.460 -0.630
*
```

For the orbital gap (spin up / spin down), the calculation gives 8.74 / 7.99 eV. The value obtained for the HOMO energy (spin up / spin down) is -14.11 / -14.59 eV.



Energies, relative to the best one, in kcal/mol: *i* 0.0; *ii* 63.8; *iii* 73.3.



*i*
The following is a DFT calculation (ωB97M-V with the def2-TZVPD basis set) of an isolated molecule of C7H14N2.

```
! wB97M-V def2-TZVPD RIJCOSX def2/J DEFGRID3
* xyz 0 1
C -0.961 0.662 -0.117
C -0.433 -0.490 2.629
C -1.105 -1.945 -0.537
C 1.184 0.673 -2.287
C 0.285 0.837 0.746
C -0.467 -0.613 -0.770
N 0.900 2.069 0.832
C 0.756 -0.444 -1.379
N 0.575 -0.070 1.676
H 1.153 2.485 -0.052
H 1.691 2.061 1.465
H -1.861 0.522 0.486
H -1.114 1.471 -0.840
H 1.311 -1.364 -1.574
H -1.454 -0.109 2.489
H -0.454 -1.583 2.628
H -0.146 -0.169 3.638
H -1.513 -2.325 -1.482
H -1.909 -1.886 0.200
H -0.375 -2.671 -0.170
H 1.043 0.401 -3.337
H 0.646 1.605 -2.114
H 2.248 0.881 -2.131
*
```

For the orbital gap (spin up / spin down), the calculation gives 8.36 / 8.36 eV. The value obtained for the HOMO energy (spin up / spin down) is -7.43 / -7.44 eV. The SMILES is C/C=C(/C)C/C(N)=N\C.



*ii*
The following is a DFT calculation (ωB97M-V with the def2-TZVPD basis set) of an isolated molecule of C7H14N2.

```
! wB97M-V def2-TZVPD RIJCOSX def2/J DEFGRID3
* xyz 0 1
C -0.062 -0.154 -0.006
N -1.223 0.233 -0.034
N 1.025 -0.686 -0.161
C -2.104 0.387 -2.282
C -2.649 2.033 -0.288
C 1.929 -0.324 2.120
C 2.886 -1.880 0.416
C -1.615 1.225 -1.081
C 1.651 -1.328 0.947
H -2.960 -0.307 -2.005
H -1.297 -0.267 -2.566
H -2.478 0.980 -3.146
H -3.332 1.393 0.274
H -3.215 2.732 -0.916
H -2.141 2.589 0.463
H 2.650 0.411 1.922
H 2.109 -0.904 2.987
H 1.088 0.263 2.516
H 2.754 -2.965 0.170
H 3.203 -1.217 -0.446
H 3.667 -1.957 1.191
H -0.861 1.859 -1.368
H 0.975 -2.116 1.292
*
```

For the orbital gap, the calculation gives 9.73 eV. The value obtained for the HOMO energy is -8.69 eV. The SMILES is CC(C)N=C=NC(C)C.



*iii*
The following is a DFT calculation (ωB97M-V with the def2-TZVPD basis set) of a 2-piece molecular cluster, C7H14N2 overall.

```
! wB97M-V def2-TZVPD RIJCOSX def2/J DEFGRID3
* xyz 0 1
C 0.730 -3.196 -2.068
C 1.936 -0.045 -0.932
C 0.889 -1.704 -1.680
C 0.109 -0.656 -2.059
N 2.051 -1.370 -0.857
N 0.801 0.470 -1.585
H 2.813 0.478 -0.728
H 0.501 1.343 -1.545
H -0.737 -0.480 -2.777
H -0.259 -3.467 -2.474
H 0.903 -3.919 -1.327
H 1.414 -3.192 -2.917
C -0.589 1.131 1.507
C -1.958 0.561 1.984
C -0.428 2.564 2.021
H 0.341 0.424 1.777
H -0.642 1.216 0.414
H -2.767 0.883 1.426
H 0.112 2.375 3.040
H -2.111 0.800 3.133
H -1.788 -0.401 2.062
H 0.093 3.167 1.383
H -1.412 3.015 2.204
*
```

For the orbital gap, the calculation gives 9.50 eV. The value obtained for the HOMO energy is -8.65 eV. The SMILES is Cc1c[nH]cn1.CCC.



*iv*
The following is a DFT calculation (ωB97M-V with the def2-TZVPD basis set) of an isolated molecule of C7H14N2.

```
! wB97M-V def2-TZVPD RIJCOSX def2/J DEFGRID3
* xyz 0 1
C -0.822 2.408 -0.236
C -2.518 -0.025 -0.079
C 2.187 -0.773 1.125
C 1.718 0.145 -1.187
C -0.131 -1.049 0.134
C -1.031 0.037 0.100
C 1.163 -0.459 0.074
N -0.364 -2.334 0.649
N -0.322 1.160 0.324
H -1.330 -2.540 0.869
H 0.026 -3.081 0.087
H -1.742 2.708 0.280
H -1.032 2.364 -1.314
H -0.086 3.195 -0.061
H -2.845 -1.046 -0.285
H -3.039 0.337 0.813
H -2.838 0.585 -0.929
H 2.421 -0.562 -1.648
H 2.657 0.164 1.443
H 1.736 -1.247 1.997
H 2.983 -1.420 0.740
H 2.271 1.065 -0.979
H 0.936 0.368 -1.914
*
```

For the orbital gap (spin up / spin down), the calculation gives 7.76 / 7.76 eV. The value obtained for the HOMO energy (spin up / spin down) is -6.85 / -6.85 eV. The SMILES is C/N=C(\C)C(N)=C(C)C.



Energies, relative to the best one, in kcal/mol: *i* 21.4; *ii* 0.0; *iii* 8.0; *iv* 13.9.